(1)
Computed, not measured: a molecular structure, C19H14NO4PS4SbSe2Ti in a non-equilibrium geometry, with ωB97M-V/def2-TZVPD.

Geometry as XYZ:
```
47
Properties=species:S:1:pos:R:3:forces:R:3
Ti -2.555409 -0.379045 -0.565620 -0.8 0.0 -0.7
Se 0.275966 -0.475104 -1.259425 -0.1 0.0 -0.1
P -0.156406 1.601038 -1.185873 0.2 0.4 -0.1
Se -2.306694 2.016388 -1.267880 0.1 0.2 0.0
C 0.516128 2.339446 0.324045 0.1 0.2 0.3
C 1.903786 2.368416 0.502504 0.0 0.0 0.0
C 2.444534 2.880009 1.670642 -0.1 0.0 0.0
C 1.606624 3.354187 2.679289 0.0 0.0 -0.1
C 0.233196 3.321166 2.509786 -0.1 0.0 -0.1
C -0.313189 2.820889 1.328552 0.2 0.0 0.2
C 0.644478 2.550446 -2.513359 0.0 0.2 -0.1
C 0.594734 3.947680 -2.477407 0.0 0.0 0.0
C 1.170678 4.693217 -3.492683 0.0 -0.1 0.0
C 1.797471 4.052183 -4.558452 0.0 0.0 0.1
C 1.844911 2.668285 -4.600529 0.0 -0.1 0.1
C 1.269241 1.914538 -3.577856 0.0 0.1 -0.1
H 2.561328 1.979318 -0.267320 0.0 0.0 0.0
H 3.520093 2.901208 1.806869 -0.1 0.0 0.0
H 2.029049 3.741679 3.599482 0.0 0.0 -0.1
H -0.424282 3.675635 3.295237 0.0 0.0 -0.1
H -1.384646 2.789651 1.196194 -0.1 0.0 0.0
H 0.110086 4.456299 -1.650069 0.0 -0.1 0.0
H 1.133725 5.775749 -3.456769 0.0 -0.1 0.0
H 2.245532 4.636497 -5.353969 0.0 0.0 0.0
H 2.329326 2.168270 -5.430766 0.0 0.0 0.0
H 1.301483 0.832206 -3.602074 0.0 0.0 0.0
S -4.273868 -3.948790 0.357233 0.1 0.0 0.1
Sb -4.873271 -2.310731 -1.052330 -0.3 -0.2 -0.1
S -4.738757 -0.124485 0.056984 0.4 0.1 -0.1
S -2.883221 -1.684048 -2.366541 0.1 -0.2 0.2
S -6.688326 -2.399862 -2.354052 0.0 0.1 -0.1
O -1.580763 -1.233155 3.131746 -0.1 0.3 0.4
C -1.444931 -1.701868 2.042944 -0.4 0.3 -1.2
O -1.930611 -1.114534 0.925418 0.7 -0.6 1.5
C -0.686799 -2.953556 1.771464 0.2 0.0 0.1
C -0.685271 -3.578587 0.534230 0.0 -0.2 -0.1
C 0.057886 -4.739673 0.344812 0.0 0.0 0.0
C 0.809951 -5.273246 1.381034 -0.1 0.0 -0.2
C 0.789032 -4.617087 2.595131 0.3 -0.3 0.6
C 0.058677 -3.474296 2.819569 -0.1 0.0 0.1
N 1.603193 -5.171827 3.722298 0.0 0.5 -0.6
O 1.544250 -4.608362 4.792915 -0.1 0.0 0.2
O 2.321160 -6.121454 3.480625 -0.1 -0.2 0.0
H -1.290631 -3.179692 -0.268252 0.0 0.0 0.0
H 0.041280 -5.235142 -0.617805 0.0 0.0 0.0
H 1.402810 -6.169433 1.265103 0.0 0.0 0.0
H 0.056452 -2.990417 3.784913 0.0 0.0 0.0
```
Forces are in eV/Å.

Output
* charge: -1
* HOMO level: -0.196 Eh
* HOMO-LUMO gap: 0.253 Ha
* E_tot: -8915.08598 hartree

Mulliken atomic charge list, values in e, 5 entries: 0.562 -0.377 0.935 -0.331 0.559

=====

(2)
Computed, not measured: 2 unconnected molecules or ions with the total composition C5H15N2 in a non-equilibrium geometry, with ωB97M-V/def2-TZVPD.

Geometry as XYZ:
```
22
Properties=species:S:1:pos:R:3:forces:R:3
C -1.179927 -0.542601 -1.578816 0.6 -3.0 -0.5
C 0.476110 1.122944 0.084056 -3.4 0.7 0.0
C 0.695049 -0.891336 1.195202 1.2 -1.9 1.9
C 2.088156 -0.317430 -0.994913 1.9 1.5 2.9
C -0.098062 -1.067623 -0.972397 -4.0 1.0 -1.2
N -2.179151 1.156912 1.146397 -3.0 0.3 0.0
N 0.785170 -0.255707 -0.189215 1.3 -1.6 1.7
H -2.886559 0.361789 0.846892 1.9 2.1 1.7
H -1.856589 -1.250217 -2.126160 0.8 0.7 0.7
H -1.462124 0.461382 -1.664924 0.0 1.4 0.1
H 1.016250 1.516209 0.895353 1.1 0.1 1.0
H 0.632867 1.750799 -0.731088 0.3 0.9 -1.7
H -0.638774 1.179135 0.365103 1.6 0.1 -0.5
H -0.350956 -1.133432 1.674823 1.6 1.5 -1.6
H 1.031519 -1.954300 1.013750 0.4 1.2 0.7
H 1.341125 -0.273907 1.964918 -1.2 -1.6 -1.7
H 1.780322 0.317548 -1.775591 0.4 0.9 -1.2
H 3.020622 0.121862 -0.389944 -2.3 -1.0 -1.3
H 2.307782 -1.262207 -1.420105 0.0 -1.2 0.1
H -0.047719 -2.146416 -0.849974 0.7 0.3 -0.1
H -1.748383 1.109450 2.061380 0.2 -1.7 0.2
H -2.726727 1.997146 1.445254 -0.2 -0.7 -1.4
```
Forces are in eV/Å.

Output
* charge: +1
* HOMO level: -0.507 Eh
* relative energy (zero: lowest compared OMol25 entry of this formula, charge and spin): 3.627 eV
* HOMO-LUMO gap: 0.409 Ha
* E_tot: -308.65939 hartree

Mulliken atomic charge list, values in e, 5 entries: -1.045 -1.093 -0.854 -0.809 0.016

=====

(3)
Computed, not measured: a molecular structure, C6H9N in a non-equilibrium geometry, with ωB97M-V/def2-TZVPD.

Geometry as XYZ:
```
16
Properties=species:S:1:pos:R:3:forces:R:3
C 2.140286 -0.226098 0.222743 0.0 -0.6 0.6
C 0.904130 0.666342 0.244718 -0.1 -1.6 0.9
C -0.357717 -0.029905 -0.285346 -1.0 0.1 2.7
C -1.355032 -0.990013 0.735466 0.9 -0.8 -1.3
N -2.668505 -1.143872 0.627568 2.6 1.2 0.0
C -0.760913 0.199980 -1.669544 -1.5 -1.9 1.0
C -1.432555 0.850524 -0.734884 0.4 2.0 -4.7
H 3.050040 0.251495 0.553258 0.2 0.5 0.1
H 2.339131 -0.643204 -0.750504 0.0 0.1 -0.7
H 2.063442 -1.109536 0.858694 -0.4 0.0 0.2
H 1.141951 1.564639 -0.314764 -0.5 0.2 -0.2
H 0.596853 0.937266 1.260160 0.7 0.3 0.2
H -0.815857 -1.464391 1.545040 0.5 -0.5 0.5
H -2.157097 -0.170678 1.185488 -1.3 0.4 0.3
H -0.775962 -0.476058 -2.495914 0.2 0.6 -0.8
H -1.912196 1.783507 -0.982179 -0.7 0.2 1.3
```
Forces are in eV/Å.

Output
* HOMO level: -0.306 Eh
* relative energy (zero: lowest compared OMol25 entry of this formula, charge and spin): 8.241 eV
* HOMO-LUMO gap: 0.334 Ha
* E_tot: -288.47917 hartree

Mulliken atomic charge list, values in e, 5 entries: -1.261 -0.416 0.506 -0.255 -0.590

=====

(4)
Computed, not measured: 2 unconnected molecules or ions with the total composition C19H14N5O10 in a non-equilibrium geometry, with ωB97M-V/def2-TZVPD.

Geometry as XYZ:
```
48
Properties=species:S:1:pos:R:3:forces:R:3
C -3.056961 -2.104640 1.650910 0.1 0.0 0.1
C -3.599361 -1.232214 0.522631 -0.1 0.8 -0.4
C -5.009930 -1.690155 0.122237 0.4 0.2 -0.1
O -3.742144 0.139767 0.948314 0.1 -0.8 0.2
C -2.533504 0.713169 1.323450 1.4 -0.1 -0.7
O -2.512488 1.490175 2.265024 -0.6 0.2 -0.1
C -1.361237 0.329622 0.556685 -2.7 -0.9 -0.5
C -0.074654 0.884869 1.002789 0.4 0.1 0.6
C 0.451450 0.094018 2.197941 -0.4 0.1 -0.6
C 1.182454 -1.071749 1.964850 0.3 0.1 0.2
C 1.713554 -1.774884 3.044120 -0.2 0.1 0.0
C 1.445160 -1.353111 4.350980 0.1 0.1 0.0
C 0.622186 -0.243611 4.578529 0.0 -0.2 -0.3
C 0.089272 0.453279 3.495961 0.3 0.1 0.2
C -1.443816 -0.786699 -0.351117 0.3 1.8 1.7
O -0.461096 -1.310061 -0.847848 0.1 -0.5 -1.1
O -2.720759 -1.268966 -0.616751 -0.4 -0.6 0.3
H -2.068198 -1.760010 1.991886 -0.4 -0.2 -0.1
H -3.763965 -2.062978 2.488469 0.2 0.0 -0.1
H -2.978929 -3.137655 1.287514 0.0 0.2 0.1
H -5.441907 -1.035303 -0.639682 0.2 0.0 0.1
H -4.987020 -2.714851 -0.255046 0.1 0.1 0.0
H -5.649548 -1.657696 1.009732 0.1 0.0 -0.1
H 0.635142 0.835358 0.169396 0.1 0.0 0.2
H -0.269442 1.929000 1.295396 0.4 -0.2 -0.1
H 1.311139 -1.404520 0.930455 0.1 0.1 0.4
H 2.348867 -2.638741 2.847997 -0.2 0.1 0.2
H 1.880849 -1.886746 5.194404 -0.1 0.1 -0.1
H 0.400652 0.100085 5.588584 0.0 -0.2 -0.1
H -0.622741 1.271283 3.632742 0.4 -0.2 0.0
O 5.986742 0.970402 -2.576561 -1.1 -0.1 -0.3
N 4.879780 0.608392 -2.936254 -2.0 -0.4 0.2
C 3.564920 0.979184 -2.709788 2.5 -0.3 -0.2
C 2.733803 0.131967 -3.469117 0.6 -2.1 -0.9
N 3.468983 -0.846826 -4.077153 -1.1 2.5 1.2
O 4.768257 -0.538277 -3.759188 0.4 0.1 0.1
C 1.288492 0.366449 -3.455591 -0.5 1.6 1.7
N 0.342955 -0.195078 -4.404161 -2.4 -0.6 -1.4
O 0.619485 -1.150893 -5.144626 0.4 1.6 1.6
O -0.770438 0.382644 -4.455665 2.1 -1.0 0.2
C 0.765364 1.324657 -2.562826 -0.1 -1.6 -1.7
C 1.644760 2.201206 -1.911112 1.4 2.3 0.6
N 1.406773 3.519708 -1.503218 -0.2 -1.6 -0.7
O 0.391318 4.169279 -1.335504 1.3 -0.6 -0.1
O 2.676355 4.133911 -1.387477 -0.7 -0.2 0.7
N 3.695639 3.253754 -1.638405 -1.6 -2.4 -0.9
C 3.057787 2.096415 -1.992823 0.9 2.8 0.4
H -0.304002 1.487068 -2.431083 0.2 -0.2 -0.4
```
Forces are in eV/Å.

Output
* charge: -1
* HOMO level: -0.151 Eh
* HOMO-LUMO gap: 0.154 Ha
* E_tot: -1758.29526 hartree

Mulliken atomic charge list, values in e, 5 entries: -1.118 1.289 -1.737 -0.389 0.160

=====

(5)
Computed, not measured: 2 unconnected molecules or ions with the total composition C4H4N4S2 in a non-equilibrium geometry, with ωB97M-V/def2-TZVPD.

Geometry as XYZ:
```
14
Properties=species:S:1:pos:R:3:forces:R:3
C -1.033729 1.605364 -0.075647 -1.6 3.8 -6.0
C -0.195861 0.617074 -0.538894 5.5 -0.3 -3.3
C 1.849604 -0.385919 -1.470699 5.4 -1.0 -1.9
C 2.255201 -1.679602 -1.332468 -4.9 1.5 2.5
N 0.829749 0.354280 -1.086086 -4.8 -0.9 2.3
N -1.607650 1.383061 0.942287 -0.6 -3.7 5.8
N -2.106357 -0.887056 2.767797 0.0 2.1 0.5
N -2.713207 -0.123950 3.315646 -0.2 -1.2 -0.1
S -1.445068 2.784951 -1.424697 1.1 -1.5 1.5
S -0.992525 -1.581306 1.898947 0.4 -1.2 -0.4
H 2.626617 0.292306 -1.937425 -0.9 -0.8 0.3
H 1.594320 -2.380064 -0.739508 0.8 0.7 -1.0
H 3.197600 -1.993787 -1.569969 2.1 -0.5 -1.0
H -2.258695 1.994648 1.250716 -2.4 2.8 0.9
```
Forces are in eV/Å.

Output
* HOMO level: -0.291 Eh
* relative energy (zero: lowest compared OMol25 entry of this formula, charge and spin): 2.772 eV
* HOMO-LUMO gap: 0.229 Ha
* E_tot: -1170.01171 hartree

Mulliken atomic charge list, values in e, 5 entries: 0.066 0.159 0.097 -0.630 0.024

=====

(6)
Computed, not measured: a molecular structure, C4H14NOSi in a non-equilibrium geometry, with ωB97M-V/def2-TZVPD.

Geometry as XYZ:
```
21
Properties=species:S:1:pos:R:3:forces:R:3
C 1.332941 -1.625515 1.306320 1.0 -2.1 -4.1
C 1.690576 -0.585001 0.134019 -2.0 0.1 0.0
C 0.778785 0.675902 0.113799 -0.6 0.8 0.0
C -0.687418 0.544184 -0.303690 0.2 -1.0 -4.5
N -1.609449 -0.252388 0.536618 3.0 -0.4 3.4
O -0.805753 -0.450933 -1.838722 1.3 1.7 2.7
Si -1.600494 2.010323 -1.198467 -1.4 -0.9 2.9
H 2.178666 -2.385757 1.273899 -1.0 0.9 0.3
H 0.459166 -2.269103 0.953168 0.8 0.8 0.5
H 1.202788 -1.349246 2.307337 -0.1 1.1 1.3
H 1.556571 -1.043517 -0.896196 0.5 0.1 1.5
H 2.674923 -0.159538 0.210282 0.6 -0.3 0.2
H 0.762661 1.156630 1.095660 -0.1 -0.2 0.4
H 1.204030 1.542131 -0.472882 -0.3 -1.2 0.1
H -2.301857 -0.655953 -0.042477 -1.1 -0.8 -0.8
H -1.002485 -1.000472 1.063997 -1.6 1.1 -1.3
H -2.037141 0.330485 1.312090 0.3 -0.6 -1.2
H 0.039765 -0.276473 -2.356606 -1.4 -0.2 1.1
H -3.138916 1.766810 -0.950034 1.5 0.1 -0.5
H -1.086361 2.003773 -2.470933 0.6 0.3 -2.0
H -1.131700 3.051864 -0.305680 -0.1 0.8 0.0
```
Forces are in eV/Å.

Output
* charge: +1
* HOMO level: -0.528 Eh
* relative energy (zero: lowest compared OMol25 entry of this formula, charge and spin): 3.757 eV
* HOMO-LUMO gap: 0.399 Ha
* E_tot: -579.92962 hartree

Mulliken atomic charge list, values in e, 5 entries: -1.301 -0.019 -1.120 0.215 -0.190